Computed, not measured: C33H42GeN6O4RbS3 as an isolated structure in a non-equilibrium geometry, with ωB97M-V with the def2-TZVPD basis set.

The geometry in XYZ format:
```
90
Properties=species:S:1:pos:R:3:mulliken_charge:R:1
Rb -0.280 -0.335 0.026 1.335
C 0.339 2.834 -2.525 -0.567
N 1.248 2.190 -1.599 -0.086
C 2.470 1.790 -2.261 -0.483
C 3.283 0.849 -1.438 -0.165
N 2.863 0.114 -0.457 0.429
C 3.952 -0.656 -0.070 -0.387
C 4.061 -1.628 0.921 0.174
C 5.295 -2.231 1.088 -1.108
C 6.397 -1.894 0.296 -0.407
C 6.305 -0.939 -0.703 -1.126
C 5.065 -0.335 -0.867 0.491
N 4.608 0.633 -1.736 -0.048
C -1.040 2.963 -1.970 -0.085
N -1.566 2.207 -1.061 0.520
C -2.885 2.607 -0.942 -0.047
C -3.898 2.117 -0.124 0.097
C -5.147 2.701 -0.236 -1.103
C -5.391 3.749 -1.131 -0.390
C -4.393 4.251 -1.949 -1.198
C -3.141 3.661 -1.838 0.188
N -1.936 3.874 -2.481 -0.048
H 0.253 2.275 -3.475 0.278
H 0.730 3.827 -2.774 0.448
H 0.798 1.366 -1.216 -0.564
H 3.062 2.687 -2.478 0.456
H 2.272 1.296 -3.230 0.278
H 3.191 -1.938 1.479 0.641
H 5.408 -3.007 1.834 0.420
H 7.343 -2.396 0.459 0.373
H 7.153 -0.690 -1.329 0.376
H 5.132 1.068 -2.471 0.213
H -3.700 1.304 0.564 0.523
H -5.957 2.336 0.382 0.484
H -6.385 4.176 -1.189 0.376
H -4.583 5.062 -2.642 0.382
H -1.752 4.555 -3.193 0.196
O -0.655 -2.301 -4.187 -0.539
C -0.924 -1.585 -3.077 -0.589
O -0.158 -0.721 -2.716 -0.320
C -2.198 -1.935 -2.430 0.120
C -3.201 -2.646 -3.077 -0.256
C -4.381 -2.880 -2.388 -0.712
C -4.502 -2.433 -1.085 -0.508
C -3.428 -1.759 -0.504 0.193
N -2.318 -1.500 -1.175 1.219
C -3.508 -1.293 0.967 -0.417
O -4.556 -1.578 1.562 -0.879
O -2.513 -0.649 1.383 -0.127
H 0.237 -2.044 -4.455 0.368
H -3.053 -3.000 -4.087 0.500
H -5.190 -3.419 -2.865 0.412
H -5.391 -2.594 -0.492 0.569
C -1.952 1.223 3.676 -0.258
C -1.309 0.019 4.350 -1.503
S -0.415 -1.048 3.174 0.622
C 1.131 -1.357 4.079 -0.956
C 2.027 -0.142 4.311 -1.085
S 2.299 0.819 2.784 0.272
C 1.853 2.506 3.304 -1.033
C 0.458 2.718 3.875 -0.785
S -0.868 2.297 2.693 0.060
H -2.485 1.832 4.410 0.639
H -2.651 0.849 2.928 -0.196
H -2.108 -0.573 4.800 0.593
H -0.617 0.304 5.144 0.494
H 1.637 -2.081 3.436 0.131
H 0.912 -1.843 5.032 0.563
H 3.003 -0.468 4.674 0.585
H 1.600 0.531 5.054 0.455
H 1.965 3.077 2.381 0.366
H 2.600 2.853 4.022 0.419
H 0.352 3.771 4.145 0.502
H 0.300 2.130 4.777 0.258
C 1.320 -6.397 0.242 -1.359
Ge 0.303 -4.680 0.126 0.395
C -1.106 -5.079 -1.266 -1.105
C -0.742 -4.488 1.797 -0.821
C 1.534 -3.259 -0.120 -0.113
H 0.667 -7.263 0.385 0.378
H 2.034 -6.360 1.067 0.307
H 1.887 -6.546 -0.682 0.358
H -1.441 -6.120 -1.207 0.436
H -0.731 -4.893 -2.275 0.290
H -1.970 -4.429 -1.098 0.162
H -1.370 -5.360 1.998 0.374
H -1.395 -3.615 1.731 0.025
H -0.074 -4.339 2.647 0.273
H 2.186 -3.364 -0.993 0.169
H 1.110 -2.259 -0.064 -0.814
```

As for the calculated total energy: -141713.13348 eV. Its charge is -1. As for the multiplicity: 1. The value obtained for the energy above the lowest of the compared OMol25 structures with the same formula, charge and spin is 0.416 eV. For the LUMO energy, the calculation gives 1.63 eV.



Computed, not measured: C33H43AsFN3OScSi as an isolated structure in a non-equilibrium geometry, with ωB97M-V with the def2-TZVPD basis set.

The geometry in XYZ format:
```
84
Properties=species:S:1:pos:R:3:mulliken_charge:R:1
Sc -0.668 1.053 0.320 -0.969
N -0.036 1.519 2.611 -0.254
C 1.091 2.463 2.731 -0.710
C 2.249 1.932 1.898 -0.315
N 1.793 1.663 0.517 -0.214
H -0.865 1.895 3.061 0.300
H 0.201 0.676 3.126 0.024
H 1.423 2.593 3.764 0.538
H 0.774 3.436 2.358 0.291
H 2.591 0.992 2.330 0.005
H 3.081 2.638 1.932 0.508
H 2.457 1.045 0.061 0.038
H 1.824 2.529 -0.016 0.363
C -1.268 -1.344 -2.248 -0.730
Si -0.934 0.337 -3.063 0.399
C 0.541 0.183 -4.248 -1.567
C -2.469 0.764 -4.076 -1.240
N -0.630 1.437 -1.742 1.273
C -0.479 2.786 -1.982 0.983
C -0.315 3.402 -3.242 -0.767
C -0.194 4.771 -3.384 -1.058
C -0.219 5.622 -2.285 -0.657
C -0.366 5.070 -1.024 -1.037
C -0.481 3.708 -0.928 0.336
F -0.644 3.151 0.377 0.043
H -1.893 -1.941 -2.917 0.636
H -1.817 -1.236 -1.309 0.051
H -0.362 -1.924 -2.063 0.128
H 0.687 -0.860 -4.539 0.452
H 1.471 0.547 -3.807 0.386
H 0.373 0.748 -5.168 0.506
H -2.555 0.067 -4.913 0.419
H -2.423 1.773 -4.490 0.374
H -3.388 0.694 -3.491 0.287
H -0.280 2.769 -4.119 0.335
H -0.079 5.186 -4.377 0.439
H -0.131 6.692 -2.405 0.422
H -0.395 5.677 -0.128 0.485
C -0.790 -5.924 0.628 -0.564
C -1.428 -4.997 1.441 -0.752
C -1.044 -3.666 1.402 -0.339
C -0.013 -3.264 0.558 0.950
C 0.614 -4.188 -0.266 -0.044
C 0.223 -5.519 -0.227 -0.796
As 0.537 -1.389 0.635 0.819
C 1.501 -1.559 2.323 -0.082
C 0.960 -1.616 3.599 -0.646
C 1.798 -1.759 4.698 -0.804
C 3.173 -1.828 4.515 -0.955
C 3.718 -1.773 3.241 -0.458
C 2.886 -1.649 2.134 0.469
C 3.322 -1.594 0.726 1.300
C 4.640 -1.627 0.282 -0.934
C 4.916 -1.556 -1.076 -0.906
C 3.885 -1.449 -2.000 -0.767
C 2.567 -1.409 -1.567 -0.189
C 2.283 -1.491 -0.211 -0.432
H -1.089 -6.963 0.658 0.395
H -2.222 -5.312 2.105 0.426
H -1.549 -2.933 2.021 0.356
H 1.411 -3.879 -0.930 0.369
H 0.719 -6.241 -0.862 0.425
H -0.114 -1.563 3.743 0.482
H 1.381 -1.826 5.694 0.470
H 3.825 -1.931 5.372 0.419
H 4.792 -1.825 3.112 0.432
H 5.453 -1.710 0.991 0.431
H 5.943 -1.577 -1.418 0.411
H 4.109 -1.395 -3.057 0.493
H 1.764 -1.314 -2.287 0.312
C -3.656 2.333 0.285 -1.514
C -3.594 0.901 0.837 1.860
C -4.326 0.839 2.178 -1.862
C -4.253 -0.050 -0.163 -1.414
O -2.240 0.521 1.026 0.194
H -4.687 2.624 0.085 0.557
H -3.097 2.394 -0.654 0.112
H -3.237 3.038 1.008 0.282
H -5.384 1.069 2.045 0.427
H -3.899 1.561 2.878 0.356
H -4.233 -0.160 2.604 0.358
H -5.312 0.182 -0.275 0.498
H -4.152 -1.080 0.185 0.313
H -3.765 0.044 -1.135 0.038
```

As for the calculated total energy: -133571.92759 eV. Its charge is +1. As for the multiplicity: 1. The value obtained for the energy above the lowest of the compared OMol25 structures with the same formula, charge and spin is 0.584 eV. For the LUMO energy, the calculation gives -2.30 eV.